{"formula": "C22H34N7O3SZr", "method": "ωB97M-V with the def2-TZVPD basis set", "species": ["Zr", "C", "C", "N", "C", "C", "C", "C", "C", "C", "C", "N", "C", "C", "N", "N", "H", "H", "H", "H", "H", "H", "H", "H", "H", "H", "H", "H", "H", "H", "H", "H", "H", "H", "N", "N", "C", "N", "S", "H", "H", "H", "H", "H", "C", "C", "O", "C", "C", "C", "C", "C", "C", "H", "H", "H", "H", "H", "H", "H", "H", "C", "C", "O", "O", "H", "H", "H"], "coordinates": [[0.404, 0.726, 0.000], [2.050, 2.476, -2.218], [0.972, 1.790, -3.018], [-0.192, 1.493, -2.138], [-1.048, 0.443, -2.740], [-0.346, -0.882, -2.582], [-0.646, -1.986, -3.350], [0.045, -3.170, -3.110], [0.995, -3.216, -2.105], [1.233, -2.072, -1.359], [2.182, -2.066, -0.194], [2.266, -0.734, 0.468], [3.555, -0.037, 0.170], [3.449, 0.694, -1.146], [2.355, 1.682, -0.995], [0.589, -0.927, -1.610], [1.718, 3.460, -1.884], [2.954, 2.621, -2.813], [1.335, 0.845, -3.426], [0.651, 2.403, -3.863], [-0.741, 2.343, -1.986], [-1.240, 0.647, -3.797], [-2.009, 0.446, -2.220], [-1.391, -1.920, -4.131], [-0.162, -4.050, -3.705], [1.543, -4.125, -1.896], [3.177, -2.382, -0.518], [1.846, -2.798, 0.545], [2.231, -0.889, 1.472], [4.380, -0.752, 0.178], [3.735, 0.673, 0.982], [3.195, 0.021, -1.968], [4.390, 1.189, -1.397], [2.655, 2.347, -0.283], [-0.923, 4.244, -0.903], [-1.901, 4.420, 0.085], [-2.532, 3.401, 0.661], [-3.522, 3.688, 1.500], [-2.206, 1.724, 0.410], [-0.025, 4.518, -0.511], [-1.142, 4.872, -1.673], [-2.138, 5.367, 0.354], [-3.887, 4.621, 1.620], [-3.991, 2.934, 1.976], [-3.045, -1.826, -0.017], [-1.785, -1.748, 0.777], [-0.972, -0.822, 0.494], [-1.452, -2.698, 1.808], [-2.217, -3.868, 1.944], [-1.884, -4.805, 2.905], [-0.803, -4.568, 3.743], [-0.054, -3.394, 3.640], [-0.371, -2.463, 2.674], [-3.135, -0.965, -0.672], [-3.910, -1.872, 0.645], [-3.048, -2.743, -0.610], [-3.065, -4.053, 1.300], [-2.465, -5.710, 3.008], [-0.544, -5.298, 4.499], [0.756, -3.213, 4.332], [0.164, -1.523, 2.632], [0.512, 2.865, 3.422], [0.629, 2.087, 2.172], [0.568, 0.810, 2.163], [0.787, 2.633, 1.022], [1.360, 2.618, 4.065], [-0.387, 2.541, 3.948], [0.499, 3.932, 3.225]], "mulliken_charge": [1.03, -1.06, -0.70, -0.15, -0.85, 0.54, -1.28, -0.64, -1.13, 0.63, -1.37, -0.19, -1.09, -0.65, -0.25, 1.43, 0.35, 0.46, 0.46, 0.45, 0.30, 0.69, 0.28, 0.61, 0.50, 0.62, 0.56, 0.56, 0.35, 0.55, 0.46, 0.34, 0.53, 0.45, -0.49, -0.32, 0.57, -0.40, -0.32, 0.24, 0.31, 0.22, 0.22, 0.21, -1.65, 0.76, -0.17, 0.86, -0.68, -0.90, -0.42, -1.05, -0.02, 0.19, 0.48, 0.47, 0.47, 0.46, 0.44, 0.47, 0.66, -1.43, 0.73, -0.49, -0.35, 0.39, 0.36, 0.37], "charge": 3, "lumo_energy_ev": -8.9, "de_lowest_kj_mol": 9.9, "e_tot_ev": -52037.5033}

***

{"formula": "C22H34NOP3Tb", "method": "ωB97M-V with the def2-TZVPD basis set", "species": ["C", "C", "C", "C", "C", "C", "C", "C", "C", "C", "C", "C", "C", "H", "H", "H", "H", "H", "H", "H", "N", "Tb", "C", "H", "H", "C", "H", "H", "P", "P", "C", "H", "H", "H", "C", "H", "H", "H", "C", "H", "H", "H", "C", "H", "H", "H", "H", "H", "C", "P", "C", "C", "O", "H", "H", "H", "H", "H", "H", "H", "H", "H"], "coordinates": [[-0.580, -0.896, -4.293], [-0.792, -0.498, -2.972], [-0.992, -1.518, -1.980], [-1.050, -2.867, -2.383], [-0.728, -3.226, -3.692], [-0.504, -2.246, -4.651], [-1.475, -3.936, -1.414], [-2.069, -3.391, -0.149], [-2.000, -2.014, 0.130], [-2.802, -1.474, 1.194], [-3.508, -2.359, 2.006], [-3.438, -3.744, 1.812], [-2.716, -4.254, 0.738], [-0.461, -0.129, -5.060], [-0.667, -4.286, -3.948], [-0.292, -2.528, -5.683], [-2.240, -4.557, -1.915], [-4.129, -1.956, 2.807], [-3.969, -4.412, 2.487], [-2.660, -5.330, 0.563], [-1.161, -1.193, -0.629], [0.620, -0.070, 0.342], [-0.812, 0.987, -2.626], [-1.662, 1.246, -1.970], [-0.901, 1.567, -3.554], [-2.911, 0.027, 1.431], [-3.147, 0.572, 0.499], [-3.705, 0.240, 2.162], [0.730, 1.641, -1.802], [-1.368, 0.798, 2.095], [-1.320, 0.131, 3.790], [-0.306, 0.290, 4.182], [-2.043, 0.654, 4.429], [-1.529, -0.945, 3.795], [-1.873, 2.524, 2.396], [-2.521, 2.597, 3.280], [-0.960, 3.112, 2.570], [-2.386, 2.931, 1.515], [1.963, 1.445, -3.138], [1.801, 2.201, -3.920], [2.967, 1.569, -2.710], [1.900, 0.440, -3.571], [0.457, 3.439, -1.824], [1.250, 3.919, -1.235], [0.488, 3.825, -2.853], [-0.507, 3.687, -1.363], [-0.675, -4.649, -1.214], [1.961, -0.869, -0.811], [3.998, 1.682, 0.261], [3.355, 1.407, 1.917], [4.562, 0.539, 2.903], [3.025, 3.000, 2.663], [2.063, 0.566, 1.855], [3.461, 2.508, -0.228], [3.895, 0.780, -0.357], [5.060, 1.952, 0.339], [5.512, 1.097, 2.921], [4.182, 0.431, 3.929], [4.731, -0.460, 2.479], [2.495, 3.649, 1.956], [2.410, 2.880, 3.563], [3.976, 3.474, 2.938]], "mulliken_charge": [-0.67, 0.37, 0.39, 0.52, -0.71, -0.91, -1.03, 0.33, 0.46, 0.21, -0.66, -0.93, -0.68, 0.39, 0.45, 0.38, 0.52, 0.39, 0.37, 0.45, 0.35, -0.01, -1.42, 0.22, 0.50, -1.18, 0.36, 0.45, 1.27, 0.98, -1.29, 0.34, 0.38, 0.36, -1.29, 0.41, 0.36, 0.37, -1.28, 0.40, 0.31, 0.35, -1.33, 0.37, 0.43, 0.36, 0.37, -0.13, -1.12, 1.12, -1.15, -1.15, -0.52, 0.27, 0.27, 0.49, 0.41, 0.35, 0.33, 0.29, 0.35, 0.40], "charge": 1, "lumo_energy_ev": [-2.9, -2.7], "s_squared": 12.7015, "spin_multiplicity": 7, "de_lowest_kj_mol": 0.0, "e_tot_ev": -77201.4691}

***

Repeat the second record exactly.
{"formula": "C22H34NOP3Tb", "method": "ωB97M-V with the def2-TZVPD basis set", "species": ["C", "C", "C", "C", "C", "C", "C", "C", "C", "C", "C", "C", "C", "H", "H", "H", "H", "H", "H", "H", "N", "Tb", "C", "H", "H", "C", "H", "H", "P", "P", "C", "H", "H", "H", "C", "H", "H", "H", "C", "H", "H", "H", "C", "H", "H", "H", "H", "H", "C", "P", "C", "C", "O", "H", "H", "H", "H", "H", "H", "H", "H", "H"], "coordinates": [[-0.580, -0.896, -4.293], [-0.792, -0.498, -2.972], [-0.992, -1.518, -1.980], [-1.050, -2.867, -2.383], [-0.728, -3.226, -3.692], [-0.504, -2.246, -4.651], [-1.475, -3.936, -1.414], [-2.069, -3.391, -0.149], [-2.000, -2.014, 0.130], [-2.802, -1.474, 1.194], [-3.508, -2.359, 2.006], [-3.438, -3.744, 1.812], [-2.716, -4.254, 0.738], [-0.461, -0.129, -5.060], [-0.667, -4.286, -3.948], [-0.292, -2.528, -5.683], [-2.240, -4.557, -1.915], [-4.129, -1.956, 2.807], [-3.969, -4.412, 2.487], [-2.660, -5.330, 0.563], [-1.161, -1.193, -0.629], [0.620, -0.070, 0.342], [-0.812, 0.987, -2.626], [-1.662, 1.246, -1.970], [-0.901, 1.567, -3.554], [-2.911, 0.027, 1.431], [-3.147, 0.572, 0.499], [-3.705, 0.240, 2.162], [0.730, 1.641, -1.802], [-1.368, 0.798, 2.095], [-1.320, 0.131, 3.790], [-0.306, 0.290, 4.182], [-2.043, 0.654, 4.429], [-1.529, -0.945, 3.795], [-1.873, 2.524, 2.396], [-2.521, 2.597, 3.280], [-0.960, 3.112, 2.570], [-2.386, 2.931, 1.515], [1.963, 1.445, -3.138], [1.801, 2.201, -3.920], [2.967, 1.569, -2.710], [1.900, 0.440, -3.571], [0.457, 3.439, -1.824], [1.250, 3.919, -1.235], [0.488, 3.825, -2.853], [-0.507, 3.687, -1.363], [-0.675, -4.649, -1.214], [1.961, -0.869, -0.811], [3.998, 1.682, 0.261], [3.355, 1.407, 1.917], [4.562, 0.539, 2.903], [3.025, 3.000, 2.663], [2.063, 0.566, 1.855], [3.461, 2.508, -0.228], [3.895, 0.780, -0.357], [5.060, 1.952, 0.339], [5.512, 1.097, 2.921], [4.182, 0.431, 3.929], [4.731, -0.460, 2.479], [2.495, 3.649, 1.956], [2.410, 2.880, 3.563], [3.976, 3.474, 2.938]], "mulliken_charge": [-0.67, 0.37, 0.39, 0.52, -0.71, -0.91, -1.03, 0.33, 0.46, 0.21, -0.66, -0.93, -0.68, 0.39, 0.45, 0.38, 0.52, 0.39, 0.37, 0.45, 0.35, -0.01, -1.42, 0.22, 0.50, -1.18, 0.36, 0.45, 1.27, 0.98, -1.29, 0.34, 0.38, 0.36, -1.29, 0.41, 0.36, 0.37, -1.28, 0.40, 0.31, 0.35, -1.33, 0.37, 0.43, 0.36, 0.37, -0.13, -1.12, 1.12, -1.15, -1.15, -0.52, 0.27, 0.27, 0.49, 0.41, 0.35, 0.33, 0.29, 0.35, 0.40], "charge": 1, "lumo_energy_ev": [-2.9, -2.7], "s_squared": 12.7015, "spin_multiplicity": 7, "de_lowest_kj_mol": 0.0, "e_tot_ev": -77201.4691}